1.
The following is a DFT calculation (wB97M-V/def2-TZVPD) of a cluster of 7 separate species, C43H83I3O16S7 in total.

Computed properties:
Molecular weight ... 1461.30 g mol⁻¹
Spin multiplicity ... 1
Energy ... -178842.2484 eV

Structure (XYZ):
```
152
Properties=species:S:1:pos:R:3:forces:R:3:mulliken_charge:R:1
C 9.758917 -3.165292 3.542314 0.2 0.0 0.0 -0.77
O 8.643692 -2.404612 3.137687 0.0 0.1 0.0 -0.39
C 8.716187 -1.957697 1.785184 -0.5 -0.3 0.0 0.27
C 7.304064 -1.588859 1.309835 0.4 0.4 0.0 -0.28
C 7.074042 -0.086572 1.003575 -0.4 -0.6 0.6 -1.01
C 6.060429 0.602784 1.956972 0.3 0.4 -0.8 -0.31
C 4.796234 1.116401 1.230011 0.0 -0.6 0.4 -0.71
C 3.574807 0.250669 1.536313 0.0 -0.2 0.2 -1.02
C 3.042205 0.473103 2.971498 -0.4 0.5 -0.5 -0.70
C 1.593982 0.978978 2.971494 -0.3 -0.4 0.0 -0.75
C 0.553874 -0.149427 3.047075 0.2 0.5 -0.1 -0.62
C -0.862750 0.399196 2.784536 0.2 0.0 -0.3 -0.39
C -1.669404 -0.364447 1.704829 -0.1 0.6 0.4 -0.99
C -2.882079 -1.141636 2.222197 0.6 -0.7 -0.9 -0.63
C -3.669814 -1.913918 1.117937 -0.7 0.5 0.7 0.32
I -2.554461 -3.572789 0.309722 0.1 0.0 -0.2 0.25
C -4.214305 -0.887884 0.073909 0.1 -0.3 -0.3 -1.08
C -3.767657 -0.818697 -1.385831 0.1 0.4 0.1 -0.70
C -2.297277 -0.651992 -1.710665 0.1 -0.2 -0.5 -0.65
I -4.687976 -2.366121 -2.592604 0.0 0.1 0.0 0.03
C -4.921854 -2.523239 1.804296 0.4 -0.3 0.0 -0.82
C -4.727354 -3.009969 3.246369 -0.4 0.0 0.0 -0.89
I -5.586198 -1.582637 4.667937 0.0 -0.1 0.0 0.06
O -3.422226 -3.404091 3.574851 0.2 0.2 -0.3 -0.48
S -2.272880 -2.261969 3.505844 0.5 0.6 0.8 1.74
O -2.253055 -1.602945 4.774963 -0.4 0.1 -0.1 -0.66
O -1.054948 -2.873666 3.094484 -0.4 -0.4 -0.3 -0.60
H 10.238781 -2.709296 4.410049 -0.1 0.0 0.1 0.30
H 10.511918 -3.241194 2.755093 0.0 0.0 -0.1 0.33
H 9.450323 -4.179434 3.805155 -0.1 0.0 0.0 0.24
H 9.385767 -1.095599 1.703161 0.1 0.0 0.0 0.20
H 9.087485 -2.768611 1.157375 0.2 0.2 0.2 -0.13
H 6.617627 -1.915426 2.089684 -0.1 -0.1 0.0 0.35
H 7.094475 -2.168307 0.408648 -0.1 -0.1 0.0 -0.04
H 6.697865 -0.021692 -0.015867 0.2 0.3 -0.1 0.42
H 8.030084 0.430841 1.068062 0.1 0.1 -0.2 0.48
H 5.785778 -0.085491 2.753822 0.0 0.0 0.1 0.49
H 6.557990 1.457690 2.408856 0.0 0.0 0.2 0.17
H 4.970586 1.113756 0.153396 0.1 0.2 -0.1 0.47
H 4.592255 2.133923 1.557566 -0.1 0.1 -0.2 -0.03
H 2.796331 0.463994 0.800211 -0.1 0.0 0.1 0.56
H 3.818833 -0.809234 1.415975 0.1 0.0 -0.2 0.32
H 3.104313 -0.449964 3.546596 0.1 0.1 0.2 0.45
H 3.648586 1.251121 3.436634 0.2 -0.2 0.2 0.42
H 1.408007 1.543238 2.055671 0.1 0.1 0.0 0.44
H 1.389945 1.672664 3.785187 0.2 0.0 0.1 0.32
H 0.806060 -0.897237 2.293193 0.0 -0.2 0.1 0.31
H 0.630918 -0.595221 4.037841 -0.1 -0.3 -0.1 0.32
H -1.433732 0.490313 3.707417 0.0 -0.1 0.1 0.84
H -0.726872 1.415847 2.413085 -0.1 0.1 0.0 -0.36
H -1.010945 -1.003279 1.120145 0.0 -0.2 0.0 0.41
H -2.069363 0.400012 1.040773 -0.1 -0.1 -0.2 0.50
H -3.593246 -0.436967 2.652736 0.0 -0.1 0.4 0.54
H -5.296484 -0.998456 0.040869 0.0 0.0 0.0 0.50
H -4.044763 0.110621 0.485603 0.1 0.0 0.0 0.47
H -4.251893 0.071469 -1.783213 -0.2 -0.1 0.0 0.57
H -1.740021 -1.584382 -1.733869 0.0 0.0 0.2 0.38
H -2.225462 -0.220070 -2.704729 0.1 0.0 -0.1 0.15
H -1.813391 0.052877 -1.037962 -0.1 0.0 0.1 0.06
H -5.732885 -1.801418 1.830804 0.0 0.1 -0.2 0.44
H -5.227442 -3.377172 1.200794 -0.3 0.0 0.0 0.33
H -5.350246 -3.882019 3.405291 0.1 -0.1 0.2 0.70
O -3.322547 1.968573 -3.420404 0.1 -0.1 0.1 -0.64
S -3.013357 1.701096 -4.806115 -0.1 0.0 -0.3 1.27
O -2.026954 0.711682 -5.162553 0.0 0.0 0.2 -0.73
C -4.541432 1.370125 -5.672770 -0.3 0.1 -0.1 -0.70
C -5.011730 2.742426 -6.145359 0.1 0.1 0.1 -0.61
C -3.757323 3.455800 -6.668776 0.0 -0.1 0.0 -0.37
C -2.645955 3.255297 -5.627609 -0.1 0.2 -0.2 -0.87
H -5.234065 0.872694 -4.997044 0.1 -0.1 0.1 0.45
H -4.303138 0.718639 -6.513660 0.1 0.0 0.0 0.33
H -5.779649 2.657607 -6.908954 0.0 0.0 0.0 0.27
H -5.430824 3.302314 -5.305764 0.0 0.0 0.0 0.34
H -3.459440 3.015532 -7.620127 0.0 0.0 0.0 0.16
H -3.940819 4.514397 -6.844507 0.0 0.0 0.0 0.41
H -1.658995 3.182064 -6.076588 0.0 -0.1 0.1 0.40
H -2.650860 4.034050 -4.867349 0.0 -0.1 0.1 0.35
O -9.611467 -3.869427 3.262571 0.0 0.1 0.0 -0.64
S -9.765693 -4.814225 4.339618 0.0 -0.1 0.1 1.13
O -10.828317 -4.676024 5.300836 0.0 0.1 -0.1 -0.69
C -9.790322 -6.466683 3.649176 0.1 -0.2 -0.1 -0.74
C -8.323286 -6.881971 3.614535 0.0 0.1 0.0 -0.52
C -7.724307 -6.422672 4.951342 -0.1 0.0 0.0 -0.70
C -8.190019 -4.980084 5.189452 0.3 -0.2 0.1 0.05
H -10.263810 -6.435846 2.670949 -0.1 0.1 0.0 0.41
H -10.368015 -7.094591 4.326677 0.0 0.0 0.0 0.36
H -8.216683 -7.955843 3.469802 0.0 0.0 0.0 0.34
H -7.815969 -6.379461 2.787822 0.0 0.0 0.0 0.27
H -8.088438 -7.065528 5.754750 0.0 0.0 0.0 0.34
H -6.637014 -6.486824 4.949827 0.0 0.0 0.0 0.33
H -8.333603 -4.759685 6.243706 -0.1 0.1 0.0 0.40
H -7.504660 -4.256307 4.753453 -0.1 0.1 0.0 -0.34
O 5.589743 3.513846 3.373761 -0.1 0.1 0.0 -0.59
S 5.628050 4.899898 2.983840 0.0 0.1 0.0 1.16
O 4.549783 5.491351 2.234841 -0.1 -0.1 0.0 -0.73
C 5.970256 5.890396 4.435352 0.2 0.1 0.2 -0.79
C 7.493140 5.954650 4.495237 0.0 0.0 -0.1 -0.56
C 7.961169 6.193949 3.052801 0.0 0.0 0.0 -0.64
C 7.192495 5.216580 2.154322 0.3 0.2 0.0 -0.60
H 5.513440 5.419112 5.302195 -0.1 -0.1 -0.1 0.39
H 5.534257 6.875028 4.268927 0.0 0.0 0.0 0.36
H 7.831446 6.741713 5.167367 0.0 0.0 0.0 0.36
H 7.890062 5.005611 4.861348 0.0 0.0 0.0 0.29
H 7.733039 7.220964 2.761184 0.0 0.0 0.0 0.28
H 9.036136 6.055622 2.948977 0.0 0.0 0.0 0.34
H 6.983855 5.625967 1.169524 -0.1 -0.1 0.0 0.42
H 7.707004 4.262436 2.056664 -0.1 -0.1 0.0 0.27
O 10.174165 -6.396712 -0.904127 0.1 0.0 0.0 -0.69
S 9.267211 -5.278245 -0.889809 -0.2 0.1 0.0 1.13
O 9.684526 -3.991560 -0.387198 0.3 -0.3 -0.2 -0.70
C 8.560530 -5.085339 -2.522444 -0.2 -0.1 -0.2 -0.71
C 7.315576 -5.966693 -2.497342 0.0 0.0 0.1 -0.60
C 6.646997 -5.709337 -1.139216 0.0 0.0 0.0 -0.63
C 7.744583 -5.769575 -0.069371 -0.3 0.0 0.0 -0.51
H 9.298065 -5.379043 -3.265322 0.1 0.0 0.1 0.40
H 8.301938 -4.033812 -2.644606 0.0 0.0 0.0 0.34
H 6.649308 -5.735501 -3.326798 0.0 0.0 0.0 0.35
H 7.602455 -7.017226 -2.578317 0.0 0.0 0.0 0.30
H 6.187815 -4.718938 -1.140536 0.0 0.0 0.0 0.24
H 5.861051 -6.433340 -0.931642 0.0 0.0 0.0 0.35
H 7.560792 -5.087576 0.758192 0.1 0.0 0.0 0.25
H 7.891696 -6.779164 0.308819 0.1 0.0 0.0 0.40
O -6.886162 2.771474 -8.975230 0.1 0.1 0.1 -0.68
S -5.929935 2.328246 -9.959651 0.0 -0.2 -0.2 1.26
O -4.551980 2.745067 -9.892922 0.0 0.1 0.2 -0.72
C -6.011297 0.543904 -10.070390 -0.1 -0.2 -0.1 -0.67
C -7.082409 0.283067 -11.124789 0.0 0.1 0.0 -0.66
C -6.817544 1.292226 -12.250737 0.0 0.0 0.1 -0.61
C -6.594352 2.661928 -11.596004 -0.1 -0.1 -0.3 -0.74
H -6.249022 0.135816 -9.090552 0.0 0.1 0.1 0.37
H -5.033189 0.192405 -10.397402 0.0 0.0 0.0 0.39
H -7.043991 -0.744127 -11.483008 0.0 0.0 0.0 0.36
H -8.072844 0.453896 -10.698089 0.0 0.0 0.0 0.32
H -5.922994 0.996812 -12.801877 0.0 0.0 0.0 0.30
H -7.641605 1.330233 -12.960961 0.0 0.0 0.0 0.32
H -5.880689 3.274899 -12.140048 0.0 0.1 0.1 0.35
H -7.526496 3.207177 -11.463251 0.0 0.0 0.1 0.36
O 0.459155 3.855052 3.187484 0.0 0.1 0.0 -0.60
S -0.471513 4.648360 2.428468 -0.1 0.1 -0.1 1.25
O -0.639835 4.438073 1.013475 0.1 -0.1 0.0 -0.75
C -2.066832 4.580627 3.239173 -0.2 0.1 0.2 -0.60
C -2.032417 5.738463 4.231304 0.1 0.0 0.0 -0.65
C -1.400726 6.918166 3.478204 0.0 -0.1 0.0 -0.60
C -0.154661 6.387583 2.756878 -0.1 0.3 0.1 -0.70
H -2.187871 3.604093 3.703267 0.1 0.0 -0.1 0.27
H -2.828770 4.731320 2.474673 0.0 0.0 0.0 0.40
H -3.029616 5.977694 4.597556 0.0 0.0 0.0 0.39
H -1.413217 5.472046 5.090382 0.0 0.0 0.0 0.29
H -2.112919 7.306928 2.747786 0.0 0.0 0.0 0.29
H -1.143494 7.734962 4.150827 0.0 0.0 0.0 0.33
H 0.029763 6.889395 1.810887 0.1 -0.1 0.0 0.34
H 0.734151 6.441473 3.382183 0.0 -0.1 0.0 0.33
```
Positions in Å, forces in eV/Å.

2.
The following is a DFT calculation (wB97M-V/def2-TZVPD) of a cluster of 2 separate species, C9H14O in total.

Computed properties:
Molecular weight ... 138.21 g mol⁻¹
Spin multiplicity ... 1
Energy ... -11605.4089 eV
Energy above the lowest of the compared OMol25 structures with the same formula, charge and spin ... 214.9 kJ/mol

Structure (XYZ):
```
24
Properties=species:S:1:pos:R:3:forces:R:3:nbo_charge:R:1
C 0.503158 -2.435061 0.750984 -1.2 -1.0 2.3 -0.63
C 0.179348 -1.032588 1.222874 1.0 2.1 0.7 -0.07
C -0.921082 -0.210802 0.875624 -0.1 -1.7 -0.6 -0.17
C -0.977532 1.176037 1.044203 1.9 -3.2 1.3 -0.28
C 0.129654 1.720095 1.717245 -0.4 1.1 -2.0 0.32
O 0.056739 3.056393 1.862044 -1.6 0.9 0.2 -0.68
C 1.302870 1.057238 1.976664 -5.6 -5.2 -0.9 -0.30
C 1.224209 -0.357547 1.898326 0.6 -0.8 -0.9 -0.16
H -0.252157 -3.200421 1.089555 0.7 0.6 0.3 0.21
H 1.512229 -2.717047 1.150885 -1.0 0.1 -0.7 0.22
H 0.385421 -2.588955 -0.286338 0.6 0.4 -1.5 0.22
H -1.722192 -0.812946 0.423831 0.0 0.9 -0.2 0.21
H -1.783515 1.689538 0.624620 -1.0 1.2 -0.1 0.23
H 0.882464 3.494394 1.847075 1.4 0.4 0.1 0.48
H 2.097886 1.517626 2.259608 4.9 2.9 2.1 0.20
H 2.014744 -1.072466 2.243626 -0.2 1.3 -0.3 0.20
C -0.168939 0.711075 -2.646791 -1.0 2.1 1.4 -0.64
C -0.996917 -0.547686 -2.532087 -0.9 -1.2 -0.7 -0.62
H 0.694930 0.484668 -3.236331 1.3 -0.4 0.7 0.21
H -0.464188 1.631331 -3.207603 -1.0 -0.8 0.4 0.20
H -0.099266 1.050616 -1.538321 1.0 -0.2 -2.0 0.22
H -0.410547 -1.078062 -1.678538 -1.6 0.0 -1.8 0.21
H -1.081323 -1.076232 -3.547166 0.8 0.2 1.6 0.20
H -2.105989 -0.459201 -2.313995 1.4 0.3 0.5 0.21
```
Positions in Å, forces in eV/Å.

Gap between HOMO and LUMO (computed, eV): 8.803; 9.151